Entry 1:
Below is a cluster of 3 separate species, C21H35BrN2O13P3 in total at a distorted geometry, with properties calculated with wB97M-V/def2-TZVPD.

Properties
M in g mol⁻¹: 696.3
E_tot in a.u.: -5506.488875
Total charge: -1

Cartesian coordinates (Å):
O -3.561187 2.054951 -3.003779
C -2.929514 0.886493 -3.233402
O -3.568202 -0.446927 -3.041152
C -1.341036 0.919529 -3.750628
C -1.015101 1.296701 -5.314969
C 0.580517 1.337504 -5.748280
C 1.733534 0.968567 -4.639420
C 1.396068 0.587142 -3.046223
N 2.582664 0.276562 -2.186717
C 2.079880 0.004037 -0.788102
Br 3.604016 -0.443475 0.496695
C 0.535629 0.033925 -0.267864
P -0.067358 -0.271687 1.543168
O 1.058034 -0.450823 2.613863
O -1.313914 -1.536795 1.591273
O -0.939045 1.212407 1.986327
N -0.611877 0.314783 -1.219986
C -0.165700 0.594547 -2.617954
H -1.817788 1.541324 -6.145428
H 0.871491 1.621374 -6.844190
H 2.862850 1.009200 -5.019646
H -1.005825 -2.246115 2.226564
H -0.743862 1.875533 1.238916
O -2.618232 -5.340798 4.011387
P -3.922516 -6.091601 4.375642
O -4.214083 -6.626935 2.833096
C -3.275425 -7.473352 2.195698
C -3.504524 -8.920391 2.577709
O -4.907540 -4.751677 4.311391
C -4.376546 -3.452579 4.523499
C -4.014500 -2.802296 3.198856
O -5.379770 -6.930459 4.782617
C -5.294214 -8.155273 5.483871
C -4.165526 -8.215152 6.490937
H -2.247441 -7.171518 2.421717
H -3.420029 -7.359152 1.116687
H -3.235533 -9.086637 3.624574
H -2.891982 -9.587718 1.962989
H -4.555823 -9.195369 2.457033
H -3.524061 -3.483770 5.209422
H -5.153271 -2.859079 5.016658
H -3.372115 -3.442754 2.588672
H -3.502478 -1.849457 3.363021
H -4.915779 -2.615054 2.607153
H -5.225036 -8.976076 4.770890
H -6.247487 -8.283588 6.015651
H -3.188621 -8.148792 6.004070
H -4.196867 -9.159713 7.049473
H -4.231161 -7.387347 7.203411
O 3.569854 7.608892 -2.991480
P 3.696187 6.197112 -2.368213
O 5.135804 5.841780 -3.111371
C 6.275128 6.640357 -2.850615
C 6.984276 6.178250 -1.595264
O 2.708823 5.439952 -3.473481
C 1.710876 6.169406 -4.171047
C 2.239998 6.646338 -5.513132
O 3.837337 4.619755 -1.671849
C 4.197626 4.500032 -0.309827
C 3.639746 5.592710 0.577039
H 6.011607 7.700664 -2.778192
H 6.948944 6.528555 -3.706004
H 6.382441 6.404878 -0.710755
H 7.949130 6.683317 -1.484013
H 7.151722 5.097990 -1.615404
H 1.332951 6.997813 -3.563506
H 0.866746 5.491898 -4.335900
H 3.186069 7.185106 -5.413905
H 1.514682 7.302235 -6.003781
H 2.437389 5.793626 -6.169940
H 5.282462 4.445373 -0.226222
H 3.808918 3.532336 0.037237
H 4.041966 6.573294 0.307856
H 3.894836 5.404113 1.627990
H 2.550776 5.651992 0.488599

Force components x, y, z for each atom (eV/Å):
O 3.92 -5.56 -1.46
C -5.02 -1.31 1.82
O 4.29 7.04 -1.40
C 1.21 0.53 -2.17
C 3.28 -1.00 3.62
C -0.29 -1.36 4.75
C -3.08 0.54 -0.84
C -0.05 0.46 -1.94
N -6.84 -0.06 3.35
C -1.02 0.59 -2.36
Br -2.01 0.60 -1.64
C -0.26 0.55 -4.01
P 0.39 0.59 3.54
O -3.45 -0.01 -3.66
O 3.05 2.13 0.29
O 1.95 -1.98 -3.04
N 6.17 0.02 -1.40
C 0.12 -0.08 0.08
H 1.63 -0.64 2.31
H -0.46 -0.65 2.39
H -2.76 -0.16 1.22
H -0.15 1.23 -0.88
H -0.61 -1.41 1.46
O 0.37 -2.86 3.63
P -3.96 5.24 -7.45
O 0.67 -0.89 0.29
C 0.09 -0.06 -0.51
C 0.06 -0.24 0.05
O 0.27 -1.18 1.48
C 0.25 0.60 -0.22
C -0.04 0.07 -0.11
O 2.76 -0.17 2.59
C -0.65 -0.52 0.34
C -0.04 -0.02 0.23
H -0.10 0.07 0.00
H -0.05 0.12 0.14
H 0.05 -0.07 0.02
H -0.05 0.06 0.08
H 0.10 0.06 -0.08
H -0.04 -0.03 -0.22
H -0.06 -0.20 -0.04
H 0.02 0.03 0.21
H -0.09 -0.08 -0.05
H 0.10 0.03 0.11
H 0.11 -0.13 -0.08
H 0.13 0.12 -0.15
H 0.11 -0.07 -0.12
H 0.06 0.21 -0.12
H -0.09 -0.08 -0.03
O -0.51 -0.11 4.58
P 1.10 -3.17 -9.17
O 0.63 0.56 0.79
C 0.33 0.03 -0.27
C 0.14 0.02 0.21
O -0.22 0.15 1.73
C -0.28 0.21 -0.40
C 0.15 0.01 -0.19
O -1.44 2.87 2.16
C 0.04 -0.81 0.65
C -0.17 -0.07 0.15
H -0.06 -0.07 -0.06
H -0.16 -0.04 -0.01
H 0.05 0.03 0.05
H -0.10 -0.03 0.01
H 0.02 0.12 -0.08
H 0.18 -0.04 -0.17
H 0.18 -0.08 0.12
H -0.17 0.05 0.16
H 0.04 -0.08 0.03
H -0.12 0.03 0.08
H 0.15 0.08 0.04
H 0.05 0.15 -0.19
H 0.16 0.13 -0.05
H -0.07 0.09 -0.23
H 0.07 -0.11 0.03

Entry 2:
Below is a structure of composition C21H35FeIN10OS at a distorted geometry, with properties calculated with wB97M-V/def2-TZVPD.

Properties
Relative energy (zero: lowest compared OMol25 entry of this formula, charge and spin) in eV: 0.237
M in g mol⁻¹: 658.4
Multiplicity: 6
Total charge: +3

Cartesian coordinates (Å):
Fe 0.037146 0.336539 -0.432299
C -1.729253 -1.449704 -2.245526
N -2.257581 -2.719790 -2.632846
C -2.728961 -3.455128 -1.456675
N -1.608610 -3.675541 -0.532031
C -1.056080 -2.427604 -0.107517
N -0.550116 -1.615430 -1.290698
C 0.475746 -2.465980 -2.007467
N -0.095125 -3.719036 -2.401840
C -1.225414 -3.508826 -3.316014
C -0.574065 -4.459118 -1.227044
H -2.496449 -0.860959 -1.754894
H -1.377622 -0.913943 -3.129220
H -3.128348 -4.417394 -1.768406
H -3.517054 -2.889770 -0.957336
H -0.215093 -2.616124 0.562399
H -1.815509 -1.839383 0.414326
H 1.318882 -2.640733 -1.335209
H 0.824727 -1.925675 -2.888016
H -1.639109 -4.472292 -3.604202
H -0.887282 -2.985420 -4.210990
H 0.258533 -4.656774 -0.550449
H -0.999704 -5.406731 -1.548417
C -3.446608 2.884865 -2.483077
N -2.102461 3.266758 -2.001409
C -1.633171 4.550127 -2.094299
C -0.412684 4.893203 -1.632153
C 0.382965 3.873607 -1.036757
N -0.097556 2.619534 -0.973554
C -1.305193 2.334056 -1.445861
O -1.666304 1.118837 -1.329366
N 1.583593 4.125644 -0.535427
H -3.998217 3.783695 -2.738325
H -3.969609 2.342829 -1.700363
H -3.361348 2.244325 -3.357785
H -2.298042 5.268250 -2.554261
H -0.055457 5.909622 -1.705117
H 1.963565 5.058618 -0.543225
H 2.113199 3.392028 -0.096035
I 5.941837 -0.074449 0.147375
C 4.305793 0.134059 -1.105829
C 4.436275 0.174898 -2.489788
C 3.294418 0.314350 -3.268142
C 2.064505 0.392125 -2.652628
N 1.933103 0.337796 -1.315298
C 3.039346 0.222069 -0.556678
H 5.410753 0.099889 -2.955339
H 3.362476 0.359978 -4.346468
H 1.153653 0.515608 -3.227048
H 2.899864 0.203817 0.514325
C -1.126342 -0.333762 5.399954
N -0.881146 0.224784 4.055519
C -2.102824 0.604872 3.338688
C 0.310335 0.201418 3.488896
S 0.418486 0.105094 1.717353
N 1.443216 0.229849 4.163906
C 2.731494 -0.202548 3.606152
C 1.549512 0.850133 5.497833
H -2.006402 -0.971389 5.333901
H -1.325704 0.451610 6.126966
H -0.286085 -0.937826 5.725180
H -2.754525 1.130819 4.033405
H -2.625128 -0.281902 2.976256
H -1.876843 1.265577 2.508611
H 2.589200 -0.926595 2.810435
H 3.304476 -0.674906 4.401585
H 3.297743 0.655077 3.238446
H 0.682527 1.466989 5.708671
H 2.435131 1.483438 5.495561
H 1.670534 0.097934 6.275568

Force components x, y, z for each atom (eV/Å):
Fe -0.52 0.09 -1.32
C -0.06 -0.31 -0.10
N -0.24 -0.14 -0.35
C 0.28 0.17 0.01
N -0.09 -0.35 0.09
C -0.09 -0.30 -0.09
N 0.01 0.97 0.63
C 0.01 -0.16 0.04
N 0.13 -0.37 -0.19
C 0.06 0.21 0.36
C -0.03 0.35 -0.01
H -0.01 -0.06 0.08
H 0.07 0.04 0.05
H -0.03 0.00 0.01
H 0.01 0.01 0.01
H 0.03 0.09 -0.02
H 0.00 0.04 -0.05
H -0.02 0.07 0.06
H -0.06 0.03 0.01
H 0.01 -0.01 -0.03
H 0.00 0.02 0.00
H 0.00 0.01 0.01
H 0.02 -0.02 0.00
C 0.00 -0.11 -0.02
N -0.19 -0.02 -0.08
C 0.02 -0.02 0.02
C 0.04 0.00 0.00
C -0.04 0.03 0.01
N 0.60 -0.09 0.35
C -0.22 0.22 0.01
O 0.39 -0.31 0.38
N -0.10 -0.05 -0.03
H 0.04 0.03 0.01
H 0.00 0.05 0.04
H 0.04 0.04 -0.03
H -0.03 -0.03 0.00
H -0.03 0.00 -0.02
H 0.03 -0.01 -0.01
H 0.05 0.02 0.00
I 0.03 0.01 0.00
C 0.07 -0.01 0.02
C -0.06 -0.01 -0.02
C 0.09 0.01 -0.06
C -0.14 0.11 0.09
N -0.07 -0.06 0.30
C -0.02 -0.02 -0.14
H -0.01 0.01 0.00
H -0.01 0.00 0.01
H 0.01 -0.04 -0.02
H -0.03 -0.05 0.00
C -0.03 -0.01 0.06
N -0.11 -0.04 0.03
C -0.01 -0.03 -0.03
C -0.37 0.15 0.00
S 0.41 -0.11 0.01
N 0.18 -0.04 -0.03
C 0.02 0.00 -0.02
C 0.03 0.03 0.07
H 0.00 -0.01 -0.05
H 0.02 0.03 -0.02
H 0.01 0.00 -0.04
H 0.02 0.00 0.03
H 0.03 -0.03 0.03
H 0.03 0.04 0.02
H -0.02 -0.03 0.02
H -0.04 0.00 0.03
H -0.04 0.03 0.00
H -0.01 0.00 -0.05
H 0.00 0.00 -0.06
H -0.02 -0.03 -0.02

Entry 3:
Below is a structure of composition C21H35GaN5, with properties calculated with wB97M-V/def2-TZVPD.

Properties
Relative energy (zero: lowest compared OMol25 entry of this formula, charge and spin) in eV: 0.000
M in g mol⁻¹: 427.3
Total charge: -1

Cartesian coordinates (Å):
Ga 6.065407 -0.272802 6.838026
C 4.149269 0.229689 6.341316
C 3.709398 1.555331 6.222773
C 2.404541 1.842218 5.847802
N 1.485646 0.917640 5.561139
C 1.890453 -0.349739 5.667078
C 3.170265 -0.730036 6.048718
H 6.510145 -1.548032 5.946608
H 7.029965 0.971109 6.487497
H 6.209157 -0.664471 8.395499
H 4.407280 2.367174 6.410610
H 2.079111 2.879837 5.772438
H 1.149196 -1.110703 5.426426
H 3.415632 -1.787164 6.109129
C 2.189589 2.972747 1.985884
C 2.784851 4.142753 2.754309
C 4.289429 4.310595 2.510537
C 5.020544 3.109155 2.914624
N 5.582612 2.180182 3.284084
H 2.643592 2.030969 2.298381
H 1.118153 2.903557 2.171618
H 2.335419 3.090189 0.909641
H 2.615445 3.995127 3.822557
H 2.279984 5.069134 2.471506
H 4.676886 5.155690 3.081216
H 4.491958 4.499767 1.454239
C -0.983381 0.851045 -1.180952
C -1.532904 1.021141 0.229407
C -2.239866 2.367370 0.427024
C -1.322286 3.488344 0.221423
N -0.576970 4.353445 0.112527
H -0.227162 1.606364 -1.402742
H -0.513457 -0.127436 -1.291269
H -1.778357 0.929477 -1.922969
H -0.728351 0.930417 0.961530
H -2.248996 0.225716 0.444324
H -2.639822 2.446270 1.438820
H -3.071910 2.470269 -0.272310
C 0.353459 -0.966990 -5.068240
C -0.817887 -1.839564 -5.508682
C -2.034155 -1.014495 -5.940135
C -2.560027 -0.209748 -4.838021
N -2.986828 0.391199 -3.958398
H 0.096145 -0.365965 -4.194212
H 1.211965 -1.583260 -4.802085
H 0.663305 -0.287365 -5.864783
H -1.098776 -2.515622 -4.702375
H -0.518933 -2.463929 -6.350802
H -2.835067 -1.667825 -6.285920
H -1.769708 -0.346608 -6.762251
C -6.412801 -5.368488 -4.744883
C -5.582667 -4.957769 -3.535333
C -4.680683 -3.750267 -3.815164
C -3.720395 -4.025605 -4.884904
N -2.961987 -4.247349 -5.717484
H -5.776072 -5.676070 -5.575573
H -7.063054 -6.207280 -4.497684
H -7.042422 -4.544934 -5.087256
H -4.966346 -5.796382 -3.206876
H -6.241012 -4.701677 -2.703936
H -4.117545 -3.469818 -2.924081
H -5.277314 -2.884948 -4.110707

Force components x, y, z for each atom (eV/Å):
Ga 0.40 -0.06 -0.12
C -0.10 -0.03 0.01
C 0.04 -0.21 0.00
C 0.12 0.05 0.04
N -0.02 0.01 -0.02
C 0.08 -0.11 0.01
C 0.07 0.22 0.02
H -0.14 -0.01 0.01
H -0.11 0.06 0.07
H -0.16 0.04 0.04
H -0.09 0.01 -0.02
H -0.04 -0.06 0.00
H -0.01 0.06 0.01
H -0.06 0.04 -0.04
C -0.02 -0.07 0.01
C -0.10 0.00 -0.01
C -0.18 -0.07 0.03
C 0.10 0.18 0.12
N 0.08 -0.14 -0.15
H 0.01 0.01 0.01
H 0.00 0.00 -0.01
H -0.01 0.02 -0.01
H 0.03 0.02 -0.02
H 0.04 0.02 -0.02
H 0.05 -0.01 -0.02
H -0.02 0.01 -0.01
C 0.01 -0.02 0.03
C 0.09 -0.05 -0.06
C 0.04 -0.11 -0.03
C -0.06 0.00 0.18
N 0.05 0.12 -0.13
H -0.01 0.02 0.01
H 0.00 0.00 0.00
H 0.04 0.01 0.01
H -0.02 0.01 0.02
H -0.03 0.04 0.03
H -0.02 0.03 -0.01
H 0.00 0.00 -0.01
C -0.03 -0.03 0.01
C 0.28 0.16 0.02
C 0.07 -0.09 0.02
C -0.08 -0.04 -0.08
N -0.09 0.03 0.03
H -0.02 0.02 -0.01
H 0.00 0.01 0.00
H 0.00 0.00 0.00
H -0.07 -0.02 -0.02
H -0.08 -0.04 -0.01
H 0.01 -0.01 -0.04
H -0.01 0.03 0.02
C 0.01 -0.02 0.02
C -0.06 -0.05 -0.06
C -0.03 -0.07 0.04
C -0.01 0.04 0.06
N -0.04 -0.05 -0.07
H 0.01 0.03 0.00
H -0.01 0.01 0.00
H 0.00 0.00 0.00
H 0.02 0.02 0.02
H 0.04 0.03 0.02
H 0.00 0.03 -0.01
H 0.01 0.01 0.00

Entry 4:
Below is a cluster of 2 separate species, C21H35NO6 in total at a distorted geometry, with properties calculated with wB97M-V/def2-TZVPD.

Properties
Relative energy (zero: lowest compared OMol25 entry of this formula, charge and spin) in eV: 4.621
M in g mol⁻¹: 397.5

Cartesian coordinates (Å):
C -4.315426 -4.703923 -4.889068
O -3.256547 -3.807802 -5.334169
C -3.228946 -2.638445 -4.466638
C -2.076475 -1.636073 -4.952100
C -0.607399 -1.992316 -4.421519
C -0.344935 -1.645490 -2.872474
C -0.711481 -0.103294 -2.664111
C -1.797468 0.416847 -1.913442
C -2.878038 -0.472370 -1.121441
O -3.993581 -0.830663 -1.611270
O -2.504753 -0.889575 0.169031
C -1.828517 2.031048 -2.004659
O -2.625537 2.822693 -1.461498
O -0.738238 2.380811 -2.898321
C -0.011395 1.200688 -3.260507
O 1.019236 1.126625 -3.970072
H -4.984449 -5.072532 -5.742733
H -3.881990 -5.607907 -4.335174
H -4.999039 -4.158962 -4.134522
H -4.241678 -2.093815 -4.588945
H -3.116984 -2.980230 -3.381738
H -2.034681 -1.729327 -6.106600
H -2.425756 -0.570956 -4.734662
H 0.187455 -1.420850 -5.033360
H -0.422213 -3.123752 -4.573436
H -0.960459 -2.351723 -2.200283
H 0.773404 -1.865093 -2.668147
C 3.111542 0.447462 5.470630
C 3.788475 0.905153 4.187425
C 3.158758 2.141875 3.538473
C 1.706218 2.051686 3.083238
N 1.363204 1.059625 1.956336
C 0.395997 1.709855 0.959445
C 1.279558 2.567792 0.075845
C 2.562450 1.773772 -0.073821
C 2.549641 0.726238 1.029838
C 0.756687 -0.231987 2.501909
C -0.712201 -0.159408 2.926552
C -1.053417 0.652925 4.169230
H 2.076850 0.142325 5.300358
H 3.643259 -0.409961 5.889320
H 3.113993 1.245446 6.217698
H 3.824172 0.061066 3.494100
H 4.831871 1.144264 4.423550
H 3.790468 2.483185 2.712170
H 3.206712 2.951486 4.278633
H 1.394891 3.041763 2.746357
H 1.087054 1.808997 3.940929
H -0.061313 0.902528 0.376725
H -0.367681 2.270912 1.499674
H 1.487280 3.529732 0.554218
H 0.809421 2.781917 -0.885226
H 3.437510 2.423657 -0.001940
H 2.608935 1.284995 -1.049843
H 3.485539 0.671066 1.575534
H 2.363195 -0.256373 0.588577
H 1.402183 -0.589268 3.306344
H 0.811906 -0.965147 1.691629
H -1.025912 -1.190212 3.125843
H -1.343125 0.175167 2.097539
H -0.391240 0.405136 5.003855
H -2.075940 0.431455 4.485312
H -1.011050 1.727264 3.975408

Force components x, y, z for each atom (eV/Å):
C -0.55 -0.07 0.78
O -1.01 -0.11 0.94
C -0.14 0.81 -0.28
C -0.14 -0.79 -0.70
C 0.12 -0.07 -0.04
C 0.15 0.50 -0.81
C -2.15 2.19 2.02
C 1.09 -0.66 -0.93
C -1.40 -2.61 4.34
O 3.61 1.75 0.11
O -0.13 2.54 -5.39
C -2.04 -0.68 1.07
O 4.01 -2.92 -2.60
O 0.07 -1.09 0.57
C 1.71 -2.88 -1.35
O -3.86 1.53 2.72
H 1.23 0.64 0.96
H -0.46 1.18 -0.83
H 0.96 -0.83 -1.19
H 1.53 -0.77 0.44
H -0.08 0.67 -1.31
H -0.17 0.14 1.82
H 0.73 -1.41 -0.04
H -1.32 -0.88 0.86
H -0.32 1.79 0.19
H 0.75 1.60 -0.85
H -1.78 0.63 -0.21
C -0.04 0.02 0.07
C 0.09 -0.09 0.07
C 0.36 -0.12 -0.15
C 0.11 0.06 -0.03
N 0.12 -0.20 -0.43
C 0.07 -0.02 0.05
C -0.25 0.49 0.15
C 0.58 0.10 -0.35
C -0.10 -0.17 0.06
C -0.35 -0.18 -0.09
C -0.18 0.15 0.16
C 0.00 0.08 0.06
H 0.01 0.02 0.08
H -0.08 0.08 0.01
H -0.05 -0.06 -0.01
H 0.02 0.03 -0.06
H -0.11 0.00 -0.14
H -0.05 -0.01 0.00
H -0.22 -0.04 -0.14
H 0.00 -0.14 -0.12
H -0.13 -0.21 -0.18
H -0.09 0.00 0.25
H 0.01 -0.23 -0.03
H -0.09 -0.05 -0.06
H -0.06 -0.02 0.16
H -0.06 -0.08 -0.01
H 0.01 0.01 0.12
H -0.21 0.00 0.17
H -0.18 0.13 0.33
H 0.04 0.18 0.01
H 0.03 0.24 0.02
H 0.21 0.04 -0.26
H 0.10 -0.33 -0.11
H -0.02 0.11 0.05
H 0.12 0.02 -0.08
H 0.00 0.00 0.14